[1]
{"formula": "C6H12O", "method": "ωB97M-V/def2-TZVPD", "e_tot_ha": -310.92487, "lumo_ev": 0.52, "species": ["C", "C", "C", "C", "C", "C", "O", "H", "H", "H", "H", "H", "H", "H", "H", "H", "H", "H", "H"], "positions_angstrom": [[1.7062, 0.0187, 1.5892], [1.3841, -0.8332, 0.3598], [0.0650, -0.4986, -0.2788], [-0.1460, 0.7591, -0.7348], [-1.3297, 1.2396, -1.4192], [-0.9426, -1.5417, -0.4596], [-1.9777, -1.4428, -1.1026], [2.6964, -0.2315, 1.9830], [1.7054, 1.0888, 1.3477], [0.9655, -0.1373, 2.3812], [2.1803, -0.7127, -0.3845], [1.3837, -1.8922, 0.6404], [-1.4620, 0.4601, 1.0644], [-0.5286, 0.7731, -2.1971], [0.6414, 1.5090, -0.6928], [-1.4986, 2.3215, -1.4985], [-1.9052, 0.9914, 0.7850], [-2.2384, 0.6392, -1.4096], [-0.6993, -2.5104, 0.0267]], "forces_ev_per_angstrom": [[0.0, 0.0, 0.1], [0.2, -0.2, 0.0], [0.2, 0.0, -0.2], [0.1, -0.1, 1.2], [0.9, -0.5, -1.4], [-0.1, 0.0, -0.1], [0.4, -0.1, 0.3], [-0.1, 0.0, 0.0], [0.0, -0.2, 0.0], [0.1, 0.0, -0.1], [0.0, -0.1, 0.1], [0.1, 0.1, 0.0], [-0.5, 0.3, 0.4], [-2.2, 1.2, -0.9], [0.1, -0.2, 0.3], [0.5, -0.5, -0.1], [-0.4, -0.1, 0.6], [0.5, 0.1, 0.0], [0.0, 0.1, 0.0]], "mulliken_charge": [-1.130, -0.664, 0.342, -0.040, -1.043, -0.176, -0.537, 0.371, 0.296, 0.307, 0.288, 0.361, -0.147, 0.247, 0.382, 0.254, 0.176, 0.395, 0.317]}



[2]
{"formula": "C46H53AsKN9O3S", "method": "ωB97M-V/def2-TZVPD", "charge": -2, "e_tot_ha": -5736.91200, "lumo_ev": 2.67, "species": ["K", "C", "O", "C", "C", "C", "C", "C", "C", "C", "N", "C", "C", "N", "C", "C", "C", "C", "N", "C", "C", "N", "C", "C", "C", "C", "H", "H", "H", "H", "H", "H", "H", "H", "H", "H", "H", "H", "H", "H", "N", "N", "C", "N", "S", "H", "H", "H", "H", "H", "N", "H", "H", "H", "C", "O", "H", "H", "H", "H", "O", "C", "C", "C", "C", "C", "C", "As", "N", "C", "C", "C", "C", "C", "C", "C", "C", "C", "C", "C", "C", "C", "C", "C", "C", "C", "C", "H", "H", "H", "H", "H", "H", "H", "H", "H", "H", "H", "H", "H", "H", "H", "H", "H", "H", "H", "H", "H", "H", "H", "H", "H", "H", "H"], "positions_angstrom": [[-27.8774, 6.4080, 1.8676], [-23.7996, 0.4895, -10.4975], [-23.2816, 0.1576, -9.2269], [-23.8162, 0.8138, -8.1520], [-24.8155, 1.7750, -8.2486], [-25.2896, 2.3722, -7.1035], [-24.7510, 2.0130, -5.8845], [-23.7229, 1.0707, -5.7882], [-23.2554, 0.4613, -6.9257], [-25.2549, 2.6440, -4.7315], [-26.2269, 3.5153, -4.7353], [-26.3701, 3.8700, -3.4087], [-25.4491, 3.2144, -2.6030], [-24.7605, 2.3958, -3.4827], [-25.3435, 3.3457, -1.1692], [-24.4463, 2.7017, -0.3153], [-24.5498, 2.9507, 1.0586], [-25.6094, 3.7466, 1.4876], [-26.3824, 4.4574, 0.6427], [-26.3049, 4.2693, -0.6736], [-27.2342, 5.0192, -1.5453], [-28.0435, 5.9165, -0.9611], [-28.9376, 6.5586, -1.7228], [-29.0009, 6.4480, -3.1193], [-28.2284, 5.4819, -3.7435], [-27.3379, 4.8094, -2.9259], [-23.2633, -0.1115, -11.2512], [-23.6103, 1.5583, -10.7270], [-24.8641, 0.2422, -10.6015], [-25.2317, 2.0540, -9.2211], [-26.0501, 3.1227, -7.0783], [-23.3052, 0.8247, -4.7962], [-22.4628, -0.3125, -6.9318], [-23.9427, 1.7787, -3.2793], [-23.6207, 2.0138, -0.7157], [-23.8753, 2.4844, 1.8057], [-25.8276, 3.9238, 2.5321], [-29.5487, 7.2859, -1.2133], [-29.7429, 7.0237, -3.6512], [-28.3385, 5.2574, -4.7916], [-29.7305, 3.9369, 1.6315], [-30.4726, 4.4937, 0.5988], [-30.9900, 5.6704, 0.3833], [-31.7101, 5.7668, -0.8297], [-30.8611, 7.0442, 1.3789], [-28.9610, 3.6246, 0.9812], [-28.2915, 3.9272, 2.8388], [-30.9637, 3.8570, -0.0480], [-32.1922, 4.9330, -1.1544], [-32.3555, 6.5518, -0.7963], [-27.6147, 8.8459, -0.9101], [-26.7755, 8.4336, -1.3286], [-28.0425, 8.8179, -1.9701], [-27.4880, 9.7949, -1.1995], [-23.7713, 7.1391, 2.3771], [-25.0379, 6.6116, 2.2202], [-23.8167, 7.5619, 3.3872], [-23.4502, 7.9331, 1.6846], [-23.0068, 6.3505, 2.4079], [-25.1993, 6.3657, 1.2431], [-28.0221, 4.2248, 3.6791], [-30.9735, 11.5964, 9.0487], [-30.5862, 10.4557, 8.1182], [-29.2836, 10.0264, 7.9434], [-28.9035, 9.0234, 7.0654], [-27.4558, 8.7294, 6.9213], [-29.8903, 8.2904, 6.3791], [-29.3883, 6.8454, 4.9320], [-28.3980, 8.0379, 4.0153], [-28.1181, 9.3851, 3.8696], [-28.8024, 10.5364, 4.2835], [-28.5230, 11.8169, 3.8049], [-27.3923, 11.7767, 2.9877], [-26.5743, 10.6838, 2.6892], [-26.9337, 9.5240, 3.0910], [-28.1632, 5.8649, 6.2424], [-26.7805, 5.7244, 6.1022], [-25.9145, 6.4842, 5.1406], [-26.1268, 4.8390, 6.9794], [-26.7030, 4.3426, 8.1429], [-25.7956, 3.6952, 9.1925], [-28.0654, 4.5855, 8.3036], [-28.8059, 5.2787, 7.3593], [-30.3048, 5.4074, 7.5617], [-31.2250, 8.7279, 6.5177], [-32.3605, 8.1057, 5.7273], [-31.5324, 9.7842, 7.3567], [-30.0703, 12.0127, 9.4969], [-31.5966, 11.2329, 9.8601], [-31.4918, 12.4147, 8.5259], [-28.4451, 10.5192, 8.4406], [-26.8221, 9.5803, 7.2200], [-27.2052, 8.4959, 5.9089], [-27.1575, 7.9057, 7.5708], [-29.6774, 10.3121, 4.8813], [-29.1730, 12.6870, 3.9221], [-27.0212, 12.6554, 2.4706], [-25.6167, 10.7975, 2.1932], [-26.3335, 8.6656, 2.8863], [-26.4958, 7.2713, 4.6901], [-25.5098, 5.8557, 4.3596], [-25.1011, 6.9082, 5.7827], [-25.0643, 4.6748, 6.8083], [-24.7610, 3.7479, 8.8675], [-26.0271, 2.6245, 9.3629], [-25.8829, 4.2474, 10.1364], [-28.6143, 4.1867, 9.1567], [-30.6316, 4.7120, 8.3558], [-30.8382, 5.1133, 6.6504], [-30.5882, 6.4117, 7.8686], [-32.0261, 7.3334, 5.0600], [-32.8267, 8.8541, 5.0797], [-33.1350, 7.6621, 6.3767], [-32.5833, 10.0756, 7.4238]], "forces_ev_per_angstrom": [[-0.5, -0.2, 0.7], [0.4, 0.1, -0.6], [-0.2, -0.1, -0.3], [0.3, -0.1, -0.2], [-0.1, -0.1, -0.9], [0.5, -0.4, 0.1], [0.8, -0.8, -0.7], [0.0, 0.0, 0.4], [0.5, -0.6, -0.3], [-0.3, 0.4, 1.3], [0.1, 0.0, 0.8], [0.1, -0.3, -0.5], [0.0, -0.4, -0.4], [1.1, -0.5, 0.4], [-0.7, 0.4, -1.4], [1.2, -0.5, 0.3], [0.1, -0.9, -0.5], [-0.1, 1.1, -0.5], [0.2, -0.5, 0.4], [0.9, -0.6, 0.8], [-1.0, 0.9, 0.1], [-0.6, 0.0, -0.3], [1.1, 0.0, 0.2], [-0.2, -1.0, 0.1], [-0.7, 1.0, 0.7], [1.6, -1.2, 0.3], [-0.1, 0.2, 0.5], [-0.3, -0.5, 0.1], [0.1, 0.2, 0.2], [0.2, -0.1, 0.4], [-0.4, 0.3, -0.3], [-0.2, 0.0, -0.8], [-0.6, 0.6, 0.1], [-1.4, 1.1, -0.1], [-1.4, 1.1, 0.5], [-0.6, 0.3, -0.7], [-0.3, 0.0, 0.4], [-0.2, -0.1, 0.2], [-0.1, 0.1, -0.1], [0.3, 0.0, -0.1], [0.5, 0.2, -2.0], [-1.7, -0.4, -1.1], [0.0, 0.5, 0.8], [-0.8, 0.5, -0.4], [-0.2, 0.0, -0.5], [-0.1, -0.3, 1.3], [-0.9, -0.4, -1.1], [0.6, -0.4, 0.0], [0.2, 0.0, 0.2], [0.3, -0.2, 0.1], [-1.1, -0.1, -5.1], [0.8, -0.2, 1.0], [-0.3, -1.1, 2.8], [0.9, 2.0, 1.4], [0.9, 0.3, 1.2], [-1.3, -0.7, -3.4], [0.4, 0.2, -0.1], [-0.4, -0.2, -0.1], [0.1, 0.0, -0.2], [0.4, 0.4, 2.3], [2.0, 0.9, 1.8], [0.5, -0.2, -0.4], [-0.3, 0.0, -0.2], [0.8, 0.6, 0.2], [-0.8, -0.5, 0.1], [0.8, 0.4, 0.8], [-0.3, -0.3, -0.4], [0.0, 1.4, 1.2], [0.1, 0.6, -0.2], [0.1, -3.3, -0.2], [-1.8, -0.3, 0.8], [1.4, -2.0, -1.1], [0.7, 3.2, -1.0], [1.0, 4.0, -0.9], [-1.1, -3.5, 1.8], [-0.1, 0.6, -0.1], [-0.4, -1.3, 0.4], [0.3, 0.0, 1.0], [0.1, 0.8, 0.2], [0.5, 0.1, -0.4], [-0.9, -0.2, -0.3], [-0.1, -0.4, 0.4], [0.1, 0.2, -0.7], [0.2, -0.7, 0.3], [0.4, -0.5, -0.3], [-0.2, 0.2, 0.3], [-0.7, 0.3, 0.3], [0.0, 0.1, 0.0], [-0.3, 0.0, 0.1], [0.1, -0.3, 0.1], [-0.3, 0.2, 0.2], [-0.4, 0.0, 0.0], [0.1, -0.2, -0.3], [0.0, -0.2, -0.1], [-0.1, 0.4, 0.1], [0.4, -0.3, 0.2], [-0.3, 0.7, 0.2], [-0.1, 0.4, -0.4], [0.1, -0.7, 0.0], [0.0, 0.2, -0.4], [0.1, -0.3, 0.0], [-0.3, -0.1, -0.7], [0.1, 0.0, 0.1], [0.1, 0.1, -0.1], [0.0, 0.5, 0.1], [0.0, -0.2, 0.0], [0.2, 0.0, 0.1], [0.1, 0.2, -0.2], [0.0, 0.3, 0.1], [-0.1, 0.1, -0.2], [0.3, -0.4, -0.2], [-0.1, 0.1, 0.2], [0.2, 0.3, -0.1], [0.1, 0.1, 0.0]], "mulliken_charge": [0.866, -0.820, -0.466, 0.991, -0.461, -0.923, 0.549, -0.561, -0.687, 0.232, -0.820, 0.468, -0.435, -0.056, 0.864, -0.252, -0.999, -0.647, 0.394, -0.354, -0.409, 0.887, -1.251, -1.000, -0.555, 0.883, 0.230, 0.327, 0.325, 0.345, 0.557, 0.186, 0.361, 0.269, 0.177, 0.391, 0.286, 0.886, 0.462, 0.542, -1.041, 0.379, -0.009, -0.410, -0.329, -0.013, 0.084, 0.195, 0.175, 0.246, -0.572, 0.212, 0.193, 0.253, -0.890, 0.184, 0.241, 0.266, 0.284, -0.015, -0.909, -1.614, 0.657, -0.746, 1.079, -1.573, -0.353, 0.539, -0.246, 0.208, -0.215, -1.031, -0.474, -0.960, 0.711, 0.059, 1.449, -0.346, -1.112, 0.649, -1.557, -1.114, 0.932, -1.666, 1.662, -2.342, -0.670, 0.346, 0.323, 0.326, 0.226, 0.390, -0.096, 0.324, 0.239, 0.386, 0.223, 0.365, 0.036, -0.734, 0.217, 0.323, 0.172, 0.328, 0.292, 0.336, 0.254, 0.459, 0.336, 0.241, 0.363, 0.409, 0.389, 0.295]}



[3]
{"formula": "C5H4AgLiO7", "method": "ωB97M-V/def2-TZVPD", "charge": -1, "spin_multiplicity": 2, "e_tot_ha": -874.05082, "lumo_ev": [1.46, 1.41], "species": ["O", "C", "C", "O", "C", "H", "H", "H", "H", "Ag", "O", "O", "O", "C", "C", "O", "O", "Li"], "positions_angstrom": [[1.8982, 1.4934, 0.4229], [3.0019, 0.9926, 1.1433], [3.5947, -0.0936, 0.2283], [2.8425, 0.0054, -0.9584], [1.6439, 0.7189, -0.7319], [3.7045, 1.8168, 1.3299], [2.6711, 0.5708, 2.1026], [3.4867, -1.0943, 0.6706], [4.6522, 0.0832, -0.0095], [-0.3867, -3.0348, 1.1038], [-0.6065, -0.6951, 0.7551], [1.2123, 1.3578, -1.7239], [0.2171, -1.9695, -0.9121], [-0.5541, -1.0087, -0.5034], [-2.3070, -1.6760, -0.8477], [-3.2192, -1.2176, -1.5549], [-2.4581, -2.7493, -0.1641], [-4.2943, -2.7508, -0.8544]], "forces_ev_per_angstrom": [[-1.5, -1.4, -0.1], [0.1, -0.4, 0.4], [0.0, -0.4, 0.5], [-1.8, -0.9, 0.4], [4.6, 6.3, -3.9], [-0.3, -0.1, -0.1], [0.1, 0.1, -0.2], [0.0, 0.2, -0.1], [-0.3, 0.0, -0.1], [0.4, -1.1, 1.1], [0.5, 2.0, -2.9], [-0.9, -3.5, 3.3], [-0.5, 3.5, -1.0], [-1.9, -6.0, 3.4], [1.8, 0.6, 0.4], [-0.6, 0.1, -0.3], [-0.7, 0.5, -0.6], [1.1, 0.5, 0.0]], "mulliken_charge": [-0.329, -0.259, -0.284, -0.317, 0.717, 0.235, 0.247, 0.262, 0.233, -0.065, -0.640, -0.582, -0.633, 0.207, 1.124, -0.851, -0.850, 0.786]}



[4]
{"formula": "C26H42AuBF6N8PS3", "method": "ωB97M-V/def2-TZVPD", "charge": 2, "spin_multiplicity": 4, "e_tot_ha": -3749.44097, "lumo_ev": [-4.89, -8.78], "species": ["Au", "C", "C", "C", "C", "N", "C", "C", "N", "B", "N", "C", "C", "N", "C", "S", "C", "C", "C", "C", "N", "C", "C", "N", "C", "S", "C", "C", "C", "C", "C", "S", "H", "H", "H", "H", "H", "H", "H", "H", "H", "H", "H", "H", "H", "H", "H", "H", "H", "H", "H", "H", "H", "H", "H", "H", "H", "H", "H", "H", "H", "H", "H", "H", "H", "H", "F", "P", "F", "F", "F", "F", "F", "C", "C", "C", "C", "N", "N", "C", "H", "H", "H", "H", "H", "H", "H", "H"], "positions_angstrom": [[-0.2109, 0.9617, -0.3414], [-4.5606, -1.7047, 1.8044], [-3.8808, -2.7923, 0.9750], [-4.1671, -2.5693, -0.5026], [-4.3730, -4.1870, 1.3639], [-2.3963, -2.7338, 1.3315], [-1.9954, -3.0676, 2.5732], [-0.6313, -2.9126, 2.6404], [-0.2028, -2.4588, 1.4491], [1.3231, -2.2071, 1.2382], [1.8268, -0.9507, 1.9827], [3.1200, -0.9377, 2.4512], [3.3005, 0.2040, 3.1489], [2.1171, 0.9040, 3.1125], [1.2305, 0.1974, 2.3771], [-0.3994, 0.6635, 2.0034], [1.8780, 2.1953, 3.8729], [3.1562, 2.5670, 4.6173], [1.5415, 3.3076, 2.8855], [0.7622, 1.9631, 4.8891], [1.7607, -2.2860, -0.2780], [1.8933, -3.4931, -0.8439], [2.4206, -3.3296, -2.1154], [2.6556, -2.0259, -2.2993], [2.2161, -1.3497, -1.1738], [2.2260, 0.3004, -0.9642], [3.2813, -1.4371, -3.5641], [3.5760, -2.5854, -4.5229], [4.5911, -0.7579, -3.1734], [2.2881, -0.4783, -4.2080], [-1.2851, -2.3297, 0.6158], [-1.2238, -1.7305, -0.9375], [-5.6280, -1.7118, 1.5886], [-4.4366, -1.8652, 2.8757], [-4.1662, -0.7203, 1.5479], [-5.2386, -2.7203, -0.6329], [-3.9306, -1.5635, -0.8383], [-3.6533, -3.2864, -1.1407], [-5.4276, -4.2633, 1.1049], [-3.8338, -4.9582, 0.8131], [-4.2899, -4.3879, 2.4308], [-2.6728, -3.4002, 3.3381], [0.0380, -3.1144, 3.4597], [1.8757, -3.1388, 1.7507], [3.7956, -1.7566, 2.2788], [4.1665, 0.5522, 3.6762], [3.9920, 2.7465, 3.9402], [2.9666, 3.4954, 5.1527], [3.4359, 1.8174, 5.3580], [2.3375, 3.4159, 2.1467], [0.5965, 3.1317, 2.3785], [1.4611, 4.2470, 3.4318], [1.0164, 1.1416, 5.5602], [0.6446, 2.8641, 5.4902], [-0.1931, 1.7552, 4.4123], [1.6424, -4.4059, -0.3299], [2.6436, -4.0814, -2.8490], [4.2696, -3.3155, -4.1023], [2.6669, -3.0827, -4.8641], [4.0536, -2.1570, -5.4016], [5.2689, -1.4604, -2.6858], [5.0719, -0.4069, -4.0855], [4.4402, 0.1047, -2.5299], [1.3215, -0.9532, -4.3717], [2.1328, 0.4213, -3.6188], [2.6855, -0.1785, -5.1771], [-0.0951, 0.9905, -2.6651], [-1.4306, 0.7277, -3.7247], [-1.7605, 2.2831, -3.5926], [-1.0264, -0.8388, -3.6779], [-2.3284, 0.4641, -2.3521], [-0.4412, 0.9798, -4.9325], [-2.6787, 0.4458, -4.6367], [-4.4756, 4.2986, -1.6385], [-3.1001, 4.0091, -1.1538], [-2.0004, 4.8285, -0.9899], [-0.9404, 3.9937, -0.6314], [-1.3826, 2.7380, -0.5481], [-2.7012, 2.7646, -0.8461], [0.4896, 4.3494, -0.4240], [-4.7424, 5.3306, -1.4245], [-5.2104, 3.6453, -1.1701], [-4.5236, 4.1514, -2.7186], [-1.9633, 5.8938, -1.1371], [-3.1570, 1.9066, -1.1148], [0.5890, 5.1931, 0.2577], [0.9391, 4.6353, -1.3755], [1.0490, 3.5062, -0.0188]], "forces_ev_per_angstrom": [[0.1, 0.2, 0.0], [0.0, 0.0, 0.0], [0.0, 0.0, 0.0], [0.0, 0.0, 0.0], [0.0, 0.0, 0.0], [0.0, 0.0, 0.0], [0.0, 0.0, 0.0], [0.0, 0.0, 0.0], [0.0, 0.0, 0.0], [0.0, 0.0, 0.0], [0.0, 0.0, -0.1], [0.0, 0.0, 0.0], [0.0, 0.0, 0.0], [0.0, 0.1, 0.0], [-0.1, -0.1, 0.1], [0.1, 0.0, 0.0], [0.0, 0.0, 0.0], [0.0, 0.0, 0.0], [0.0, 0.0, 0.0], [0.0, 0.0, 0.0], [0.0, -0.1, 0.0], [0.0, 0.0, 0.0], [0.1, 0.0, 0.0], [-0.1, -0.1, 0.0], [0.0, 0.1, 0.0], [-0.1, -0.1, 0.1], [0.1, 0.0, 0.0], [0.0, 0.0, 0.0], [0.0, 0.0, 0.0], [0.0, 0.0, 0.0], [0.0, 0.1, -0.1], [0.0, -0.1, 0.0], [0.0, 0.0, 0.0], [0.0, 0.0, 0.0], [0.0, 0.0, 0.0], [0.0, 0.0, 0.0], [0.0, 0.0, 0.0], [0.0, 0.0, 0.0], [0.0, 0.0, 0.0], [0.0, 0.0, 0.0], [0.0, 0.0, 0.0], [0.0, 0.0, 0.0], [0.0, 0.0, 0.0], [0.0, 0.0, 0.0], [0.0, 0.0, 0.0], [0.0, 0.0, 0.0], [0.0, 0.0, 0.0], [0.0, 0.0, 0.0], [0.0, 0.0, 0.0], [0.0, 0.0, 0.0], [0.0, 0.0, 0.0], [0.0, 0.0, 0.0], [0.0, 0.0, 0.0], [0.0, 0.0, 0.0], [0.0, 0.0, 0.0], [0.0, 0.0, 0.0], [0.0, 0.0, 0.0], [0.0, 0.0, 0.0], [0.0, 0.0, 0.0], [0.0, 0.0, 0.0], [0.0, 0.0, 0.0], [0.0, 0.0, 0.0], [0.0, 0.0, 0.0], [0.0, 0.0, 0.0], [0.0, 0.0, 0.0], [0.0, 0.0, 0.0], [-0.1, 0.0, 0.0], [-0.1, 0.0, 0.0], [0.0, 0.0, 0.0], [0.0, 0.0, 0.0], [0.0, 0.0, 0.0], [0.0, 0.0, 0.0], [0.0, 0.0, 0.0], [0.0, 0.0, 0.0], [0.0, 0.0, 0.0], [-0.1, 0.0, 0.0], [0.0, 0.0, 0.0], [0.1, -0.1, -0.1], [0.0, 0.0, 0.1], [0.0, 0.0, 0.0], [0.0, 0.0, 0.0], [0.0, 0.0, 0.0], [0.0, 0.0, 0.0], [0.0, 0.0, 0.0], [0.0, 0.0, 0.0], [0.0, 0.0, 0.0], [0.0, 0.0, 0.0], [0.0, 0.0, 0.0]], "mulliken_charge": [1.508, -1.411, 1.056, -2.011, -1.610, 0.550, -0.187, -1.146, 0.015, 1.206, 0.233, -1.225, -0.378, 0.433, 0.052, -0.329, 1.091, -2.184, -1.559, -1.540, 0.036, -1.083, -0.168, 0.518, -0.062, -0.212, 1.192, -2.189, -1.549, -1.523, -0.181, 0.147, 0.460, 0.386, 0.285, 0.545, 0.403, 0.469, 0.453, 0.396, 0.437, 0.601, 0.671, -0.152, 0.690, 0.594, 0.479, 0.456, 0.523, 0.399, 0.341, 0.538, 0.408, 0.483, 0.303, 0.692, 0.625, 0.544, 0.481, 0.455, 0.414, 0.481, 0.308, 0.347, 0.254, 0.586, -0.581, 1.302, -0.396, -0.391, -0.455, -0.339, -0.371, -1.358, 0.823, -1.210, 0.524, 0.197, 0.068, -1.095, 0.377, 0.360, 0.290, 0.481, 0.216, 0.399, 0.357, -0.048]}



| no. | strongest force on any atom (eV/A) |
| --- | --- |
| 1 | 2.7 |
| 2 | 5.2 |
| 3 | 8.7 |
| 4 | 0.2 |